One molecule with the formula C3H7N at a distorted geometry. Source: the OMol25 dataset; level of theory: wB97M-V/def2-TZVPD.

Properties
- Net charge: 0
- Frontier orbital gap: 8.990 eV
- E: -4713.753 eV
- Energy relative to the best compared isomer or geometry (same formula, charge and spin): 39.0 kJ/mol
- LUMO level: 1.3 eV
- SMILES string: C/C=C/N

XYZ file:
```
11
Properties=species:S:1:pos:R:3:nbo_charge:R:1
C 1.5619 -0.4339 0.6048 -0.634
C 0.0682 -0.2226 0.4695 -0.324
C -0.5351 0.1365 -0.6658 0.023
N -1.8245 0.6171 -0.7418 -0.821
H 1.6487 -0.6807 1.6625 0.211
H 2.1541 0.4549 0.3623 0.205
H 1.9862 -1.2724 0.0466 0.207
H -0.4139 0.0372 1.4138 0.180
H 0.0185 0.0831 -1.5989 0.184
H -2.2664 0.8020 -1.6171 0.387
H -2.3976 0.4788 0.0642 0.382
```

C46H53AsHfN7S3Si2 as an isolated structure at a distorted geometry. Source: the OMol25 dataset; level of theory: wB97M-V/def2-TZVPD.

Properties
- Net charge: +1
- Frontier orbital gap: 5.808 eV
- E: -169394.993 eV
- Energy relative to the best compared isomer or geometry (same formula, charge and spin): 12.8 kJ/mol
- LUMO level: -3.1 eV

XYZ file:
```
113
Properties=species:S:1:pos:R:3:mulliken_charge:R:1
Hf 0.0106 1.3460 0.0082 0.544
C 4.9640 1.1945 -2.5435 -0.701
S 4.9965 1.2099 -0.6898 -0.032
C 3.2777 1.4005 -0.2561 -0.315
S 2.0858 0.2609 -0.7971 0.035
N 2.9976 2.4267 0.4918 -1.541
N 1.7073 2.4861 0.9015 1.670
C 1.4707 3.6479 1.6341 -1.845
C 0.1827 3.9446 1.9090 1.414
C -0.3595 5.1227 2.4598 -1.324
C -1.6907 5.4259 2.3670 -0.936
C -2.5900 4.4110 1.7925 -0.973
C -2.1592 3.1972 1.4994 0.365
N -0.7538 2.8214 1.6937 1.098
H 5.7489 1.9060 -2.8173 0.430
H 4.0410 1.7228 -2.8676 0.065
H 5.0377 0.2866 -3.0384 0.265
H 2.2036 4.3779 1.7771 0.476
H 0.2637 5.9107 2.8008 0.581
H -2.0571 6.3445 2.7499 0.532
H -3.6007 4.7052 1.5837 0.594
H -2.8535 2.5071 1.0757 -0.795
C -4.0973 0.8075 -0.2837 -1.913
Si -2.5615 0.0880 0.6773 2.047
C -2.8512 -1.6896 0.0815 -0.910
C -3.1786 0.3114 2.5020 1.009
C -4.4445 -0.0593 2.8509 -0.296
C -5.1162 0.4986 3.9853 -0.699
C -4.5703 1.4726 4.7841 -0.898
C -3.2332 1.7659 4.5089 -0.620
C -2.5430 1.1859 3.3974 -0.041
Si -0.7474 1.7734 3.3140 0.423
C -0.2593 2.7901 4.8254 -1.514
C 0.5265 0.4850 2.9033 -0.544
H -4.8661 0.0874 -0.2714 0.665
H -3.9127 1.1454 -1.3224 0.318
H -4.4876 1.6267 0.3145 0.560
H -2.1156 -2.4020 0.3687 -0.101
H -2.9019 -1.7305 -1.0270 0.348
H -3.8528 -2.0085 0.4251 0.438
H -4.9952 -0.7337 2.1450 0.217
H -6.1691 0.2711 4.0955 0.369
H -5.2054 2.0899 5.4229 0.375
H -2.7575 2.6220 4.9986 0.273
H -0.6139 2.2152 5.7184 0.400
H -0.7574 3.7806 4.8137 0.428
H 0.8090 2.8744 4.8617 0.410
H 0.1999 -0.2303 2.1240 -0.671
H 0.7226 -0.2449 3.6886 0.875
H 1.5005 0.8674 2.6772 0.405
C 1.6271 4.5034 -1.6594 -1.151
C 0.1504 4.2187 -1.7754 0.208
N -0.5193 3.1535 -1.3826 0.994
C -1.8125 3.3370 -1.8552 -0.015
C -1.9948 4.5758 -2.3071 -1.015
N -0.6989 5.1249 -2.2814 -0.059
H 1.7550 5.6228 -1.7043 0.421
H 2.1014 4.0909 -2.5596 0.234
H 2.0603 4.1172 -0.7512 0.065
H -2.5861 2.6090 -1.6019 -0.206
H -2.7553 5.1751 -2.6694 0.595
H -0.4229 6.0318 -2.6155 0.205
C 5.0794 -2.8294 2.7741 -0.516
C 4.4082 -1.6665 2.4733 -0.808
C 3.1739 -1.7658 1.9406 0.596
C 2.5147 -2.9755 1.6856 -0.206
C 3.1681 -4.1345 2.1628 -0.284
C 4.4450 -4.0953 2.6559 -0.864
As 0.6863 -2.9768 1.0600 1.274
C -0.0716 -4.5442 1.9199 0.287
C -0.0313 -5.8900 1.4229 -0.567
C -0.7617 -6.8328 2.0737 -0.491
C -1.3865 -6.6651 3.2992 -0.548
C -1.2495 -5.4054 3.9100 -0.389
C -0.6066 -4.3869 3.2151 -0.483
C 0.9890 -3.5780 -0.8599 0.153
C -0.1520 -3.8484 -1.6772 -0.321
C 0.0101 -3.9729 -3.0412 -0.761
C 1.3217 -4.0133 -3.5800 -0.786
C 2.3933 -3.6689 -2.8428 -0.729
C 2.2345 -3.4436 -1.4356 -0.169
H 6.0882 -2.7785 3.1263 0.406
H 4.9459 -0.7247 2.6152 0.449
H 2.6768 -0.8785 1.6442 -0.085
H 2.6749 -5.1101 2.0860 0.333
H 4.9862 -4.9652 2.9629 0.458
H 0.4784 -6.0332 0.4828 0.424
H -0.7734 -7.7976 1.5904 0.360
H -1.9812 -7.4983 3.6257 0.404
H -1.6779 -5.1165 4.9172 0.327
H -0.7082 -3.2974 3.5208 0.090
H -1.1586 -3.9201 -1.2695 0.349
H -0.8717 -4.0654 -3.6173 0.538
H 1.4124 -4.2232 -4.6691 0.424
H 3.3014 -3.6248 -3.3307 0.612
H 3.1222 -3.2194 -0.8213 0.399
C 2.3893 -1.2583 -5.5815 -1.009
C 1.1050 -0.5909 -5.3277 1.179
C 0.3901 0.1274 -6.1849 -1.247
C -0.6918 0.8619 -5.7084 0.737
N -1.0564 0.8170 -4.4176 -0.368
C -0.4092 0.1079 -3.5664 -0.318
S -0.9051 -0.1321 -1.9587 -0.264
N 0.6974 -0.5683 -4.0208 0.790
C -1.6449 1.5704 -6.5478 -1.240
H 2.5720 -1.2679 -6.6396 0.436
H 2.2483 -2.2866 -5.2726 0.056
H 3.1385 -0.7183 -5.0203 0.176
H 0.6478 0.1874 -7.2351 0.488
H 1.2383 -1.1382 -3.3975 -0.541
H -2.6835 1.4815 -6.1384 0.330
H -1.6228 1.2616 -7.6260 0.399
H -1.4418 2.6159 -6.5274 0.289
```

C45H69FeO2Se as an isolated structure. Source: the OMol25 dataset; level of theory: wB97M-V/def2-TZVPD.

Properties
- Expectation value of S²: 8.77
- Net charge: 0
- Frontier orbital gap (alpha / beta): 8.303 / 7.272 eV
- E: -151615.849 eV
- Multiplicity: 6
- LUMO level (alpha / beta): 0.6 / -0.3 eV

XYZ file:
```
118
Properties=species:S:1:pos:R:3:mulliken_spin:R:1
Fe -0.9267 -1.2742 0.5118 4.033
C -1.3415 -2.6872 2.2740 0.027
C -0.1923 -3.2688 1.7037 0.050
C -0.5740 -3.6886 0.3584 0.126
C -1.9496 -3.3578 0.2062 0.009
C -2.4373 -2.7494 1.3710 0.123
C -3.8456 -2.2887 1.6852 -0.003
C -4.3904 -3.1489 2.8321 0.010
C -3.8338 -0.8194 2.1252 0.019
C -4.7484 -2.4486 0.4647 0.012
C 0.0443 -4.5700 -0.7377 0.018
C 1.5641 -4.5799 -0.9168 0.001
C -0.5418 -4.1609 -2.1016 0.004
C -0.4095 -6.0108 -0.4389 0.018
C 1.0832 -3.4029 2.5387 0.003
C 2.3059 -2.6952 1.9365 0.007
C 1.3706 -4.8859 2.8211 0.006
C 0.8668 -2.7391 3.9066 0.009
H -1.4019 -2.2707 3.2660 0.006
H -2.5295 -3.5206 -0.6858 0.024
H -3.7819 -3.0382 3.7311 -0.002
H -4.3957 -4.2046 2.5546 0.003
H -5.4130 -2.8526 3.0751 0.002
H -3.2169 -0.6713 3.0140 0.001
H -4.8463 -0.4811 2.3555 -0.001
H -3.4491 -0.1771 1.3302 0.000
H -4.8255 -3.4954 0.1639 0.000
H -4.3689 -1.8756 -0.3799 -0.002
H -5.7534 -2.0904 0.6948 0.000
H 1.9537 -3.5965 -1.1781 -0.001
H 1.8013 -5.2516 -1.7442 0.000
H 2.0946 -4.9497 -0.0476 0.000
H -0.4040 -3.0942 -2.2921 -0.001
H -1.6054 -4.3824 -2.1785 0.003
H -0.0385 -4.7156 -2.8949 -0.001
H -0.0217 -6.3594 0.5187 0.000
H -0.0511 -6.6852 -1.2201 0.001
H -1.4981 -6.0722 -0.4036 -0.001
H 2.5272 -2.9969 0.9209 -0.001
H 3.1856 -2.9126 2.5473 0.000
H 2.1595 -1.6114 1.9491 0.002
H 1.6416 -5.4416 1.9295 -0.002
H 0.4942 -5.3663 3.2609 0.003
H 2.1970 -4.9722 3.5301 0.001
H 0.6160 -1.6817 3.7968 -0.001
H 1.7924 -2.8058 4.4812 -0.001
H 0.0820 -3.2323 4.4826 -0.001
C 5.4928 2.9336 1.9990 0.001
C 4.6099 3.0840 0.7525 0.000
C 4.2461 4.5630 0.5617 0.001
C 5.4135 2.6266 -0.4650 0.001
C 3.3328 2.2660 0.9293 0.019
C 2.9642 1.2394 0.0722 -0.013
C 1.7806 0.5556 0.2879 0.033
Se 1.2564 -0.8299 -0.9339 0.151
C 0.1836 0.2717 -2.0854 0.015
C 0.8258 1.0833 -3.0018 -0.013
C 0.1035 1.9750 -3.7784 0.015
C -1.2776 1.9928 -3.5970 0.001
C -1.9624 1.1862 -2.6928 -0.007
C -1.2082 0.2895 -1.8982 0.002
O -1.7772 -0.5304 -1.0087 0.126
C -3.4838 1.2857 -2.5573 0.016
C -4.1328 -0.0613 -2.8984 -0.001
C -3.8372 1.7119 -1.1249 0.004
C -4.0844 2.3287 -3.5029 -0.001
C 0.8311 2.8826 -4.7690 0.002
C 1.5654 2.0191 -5.8048 0.001
C -0.1281 3.8130 -5.5115 0.000
C 1.8516 3.7467 -4.0153 0.001
C 0.9158 0.8372 1.3601 -0.025
O -0.1853 0.1179 1.5179 0.162
C 1.2729 1.8794 2.2411 0.022
C 2.4680 2.5446 1.9854 -0.001
C 0.4576 2.3432 3.4614 0.001
C 1.2943 2.1137 4.7290 0.002
C 0.1543 3.8433 3.3134 0.001
C -0.8868 1.6355 3.6654 -0.004
H 6.4145 3.5085 1.8827 0.000
H 5.7580 1.8872 2.1598 0.000
H 4.9852 3.2928 2.8951 0.000
H 5.1492 5.1607 0.4179 0.000
H 3.7163 4.9595 1.4288 0.000
H 3.6045 4.6926 -0.3118 0.000
H 6.3173 3.2318 -0.5535 0.000
H 4.8440 2.7432 -1.3893 0.000
H 5.7187 1.5823 -0.3764 0.000
H 3.5792 0.9619 -0.7729 -0.006
H 1.9049 1.0241 -3.0828 -0.007
H -1.8572 2.6765 -4.1964 -0.002
H -3.7796 -0.8456 -2.2375 0.001
H -3.8961 -0.3483 -3.9254 0.000
H -5.2192 0.0161 -2.8093 0.000
H -3.4212 1.0236 -0.3965 0.000
H -4.9223 1.7411 -0.9961 0.000
H -3.4416 2.7086 -0.9177 0.000
H -3.8890 2.0895 -4.5501 0.000
H -3.7070 3.3325 -3.2986 0.000
H -5.1668 2.3484 -3.3644 0.000
H 0.8603 1.3889 -6.3497 0.000
H 2.3006 1.3676 -5.3310 0.000
H 2.0898 2.6517 -6.5248 0.000
H -0.8659 3.2532 -6.0890 0.000
H 0.4368 4.4355 -6.2077 0.000
H -0.6579 4.4769 -4.8258 0.000
H 2.5971 3.1344 -3.5060 0.000
H 1.3550 4.3632 -3.2637 0.000
H 2.3775 4.4062 -4.7096 0.000
H 2.7459 3.3425 2.6633 -0.001
H 2.2337 2.6676 4.7061 0.000
H 1.5311 1.0540 4.8449 -0.001
H 0.7350 2.4370 5.6100 0.000
H 1.0613 4.4454 3.2575 0.000
H -0.4253 4.1915 4.1711 0.000
H -0.4284 4.0278 2.4091 0.000
H -0.7636 0.5696 3.8509 0.000
H -1.5438 1.7518 2.8049 -0.001
H -1.3753 2.0824 4.5352 0.001
```